Entry 1:
An isolated ion of composition C10H14N3 and charge +1 in a non-equilibrium geometry. Source: the OMol25 dataset; level of theory: the ωB97M-V functional and the def2-TZVPD basis.

XYZ file:
```
27
Properties=species:S:1:pos:R:3:lowdin_charge:R:1
N 1.699 -0.055 -2.080 -0.05
N -0.772 1.398 -1.565 0.18
N 1.019 0.716 -2.952 0.11
C -0.040 -0.577 1.828 -0.03
C -1.495 1.470 1.224 0.02
C 0.000 0.310 -0.358 0.09
C 2.887 -0.653 -2.323 0.08
C 3.186 -1.204 -1.051 -0.01
C -1.902 -0.763 0.226 0.00
C -0.803 0.151 0.733 -0.57
C -0.156 1.338 -2.665 -0.21
C 2.111 -1.121 -0.230 0.04
C 1.181 -0.245 -0.866 -0.14
H -1.709 -1.681 -0.225 0.09
H -1.935 1.849 0.367 0.05
H -2.272 1.326 2.021 0.13
H -0.548 1.940 -3.553 0.17
H 0.106 -1.623 1.907 0.09
H -2.455 -0.940 1.089 0.09
H 0.864 -0.170 2.095 0.06
H -2.593 -0.324 -0.469 0.10
H 1.308 0.871 -3.887 0.16
H 1.958 -1.463 0.780 0.11
H -0.761 2.033 1.659 0.07
H -0.717 -0.258 2.706 0.13
H 3.433 -0.661 -3.249 0.15
H 4.019 -1.796 -0.974 0.09
```

Molar mass = 176.24 g mol⁻¹
Max |F| = 0.1765 hartree/bohr
Charge = +1
Relative energy (zero: lowest compared OMol25 entry of this formula, charge and spin) = 117.9 kcal/mol
E_HOMO (spin up / spin down) = -13.070 / -13.070 eV
SMILES string = CC(C)(C)c1nc[nH+]n2cccc12

Entry 2:
A 7-piece molecular cluster, C11H32O9 overall in a non-equilibrium geometry. Source: the OMol25 dataset; level of theory: the ωB97M-V functional and the def2-TZVPD basis.

XYZ file:
```
52
Properties=species:S:1:pos:R:3:lowdin_charge:R:1
O 1.238 -1.128 -2.307 -0.12
O -1.837 2.459 0.134 -0.10
O 2.640 -3.611 2.581 0.06
O 2.072 2.728 -1.540 -0.07
O -1.947 -2.506 0.013 -0.05
O 1.432 -2.843 4.319 0.16
O 0.805 -2.425 2.197 0.06
O -0.223 2.114 2.501 -0.11
O -0.615 -0.040 -0.362 -0.08
C 0.698 -1.437 -3.602 -0.29
C -0.683 -2.086 -3.438 -0.08
C 1.599 -2.943 3.152 -0.57
C -3.133 2.498 0.694 -0.29
C 1.065 3.529 -3.514 -0.08
C 2.533 -3.563 1.147 -0.10
C 1.336 0.840 3.799 -0.06
C 1.105 2.377 -2.512 -0.33
C 0.264 0.762 2.685 -0.27
C 1.403 -2.594 0.927 -0.14
C -3.422 1.252 1.541 -0.08
H -2.781 -2.071 -0.208 0.06
H -0.366 2.508 3.363 0.08
H 0.883 1.338 4.662 0.07
H 2.174 1.467 3.506 0.08
H 2.069 3.591 -3.946 0.07
H 0.380 3.479 -4.356 0.07
H 0.661 -2.908 0.198 0.12
H -2.854 1.303 2.470 0.06
H 2.105 2.006 -0.902 0.08
H 0.138 2.145 -2.053 0.10
H -1.026 -0.878 -0.057 0.01
H -0.598 -3.114 -3.088 0.07
H 2.323 -4.554 0.746 0.13
H -1.177 0.669 0.012 0.01
H 0.590 -0.484 -4.136 0.10
H -1.276 -1.432 -2.803 0.06
H 1.799 -1.630 0.594 0.13
H 1.386 1.481 -3.080 0.09
H -0.580 0.170 3.041 0.11
H -3.107 0.353 1.001 0.06
H 0.566 -0.638 -1.809 0.02
H -4.466 1.076 1.803 0.07
H 1.602 -0.176 4.099 0.06
H 0.946 4.472 -2.977 0.07
H 1.453 -2.028 -4.116 0.11
H -3.884 2.588 -0.087 0.11
H -1.880 -3.236 -0.615 0.06
H -3.259 3.311 1.416 0.11
H 3.467 -3.198 0.730 0.13
H 0.750 0.429 1.775 0.09
H -1.187 2.702 0.814 0.07
H -1.181 -2.123 -4.413 0.07
```

Molar mass = 308.37 g mol⁻¹
Max |F| = 0.0468 hartree/bohr
Relative energy (zero: lowest compared OMol25 entry of this formula, charge and spin) = 0.0 kcal/mol
E_HOMO = -9.805 eV
SMILES string = O=C1OCCO1.CCO.CCO.CCO.CCO.O.O